{
  "formula": "C16H47N9O5P3",
  "method": "the ωB97M-V functional and the def2-TZVPD basis",
  "species": ["N", "H", "C", "C", "H", "H", "H", "H", "C", "N", "H", "C", "C", "H", "N", "O", "O", "H", "C", "H", "H", "C", "C", "N", "H", "H", "O", "N", "H", "C", "H", "H", "H", "H", "H", "C", "H", "C", "H", "H", "H", "C", "H", "H", "O", "C", "H", "P", "H", "H", "N", "H", "C", "H", "O", "C", "H", "H", "H", "H", "H", "H", "N", "H", "H", "H", "H", "P", "H", "N", "N", "P", "H", "H", "C", "H", "H", "H", "H", "H"],
  "coordinates": [[-3.881117, -2.415506, -0.704020], [0.023800, 3.151897, -5.802755], [-4.986483, -2.371326, 2.464640], [-3.289476, -4.049659, 2.577149], [-2.761475, 0.722715, -6.331501], [-0.547642, -0.780517, 0.112777], [-3.580711, -0.465453, -1.433987], [-5.057102, -3.664713, -1.879288], [3.994120, -1.427209, 2.585133], [-0.046839, 2.891297, -4.822407], [-5.232557, -0.764793, -0.867420], [-4.852408, -3.491475, -0.818525], [0.072153, 0.839674, -3.465594], [0.813558, -0.255730, 2.900359], [-1.585977, -2.613410, 0.045885], [-2.806192, 3.027003, -4.970457], [2.387091, 1.542003, 0.565386], [0.363827, -2.112250, -0.571024], [-1.277958, -4.021266, -0.069688], [-4.672665, -1.433454, -2.415483], [2.600297, 3.449316, 3.548750], [4.964052, 2.863646, 2.695918], [-0.358019, -1.848173, 0.207534], [3.852877, -0.036808, 3.049886], [6.041451, 3.017947, 2.592314], [2.139766, 0.278141, -3.044697], [-2.298909, -1.187786, 1.885126], [-3.921132, -3.047736, 1.734841], [-2.647034, -4.710166, 1.996723], [4.912764, 2.321211, 0.386400], [1.004852, 3.060964, 4.096237], [-4.592687, -1.696899, 3.233602], [-2.748369, 2.158997, -2.438106], [-4.052656, -4.702261, 3.006352], [0.108460, -2.025070, 1.185563], [0.642346, 0.827194, 2.877260], [2.869174, 2.291171, -4.476330], [1.121541, 3.137609, -4.159197], [-5.653459, -3.092975, 2.937897], [1.832727, 5.095742, -4.365590], [1.651049, 0.332252, -4.777716], [-4.378563, -1.213473, -1.387241], [-5.599058, -1.777030, 1.775365], [0.920961, 4.714208, -2.907714], [-3.157777, 0.613760, -5.453552], [3.535592, -0.038487, 4.469706], [-0.296847, -0.174120, -3.319910], [3.055526, 0.991972, 1.823288], [-5.804628, -3.266135, -0.325165], [3.033250, -1.953819, 2.587294], [1.909691, 1.535001, 2.992312], [4.315789, -0.592982, 4.999323], [-0.602431, 1.536225, -4.630374], [-2.148072, -4.619283, -0.341411], [-2.980821, 1.427293, -3.029323], [1.565312, 0.815753, -3.797118], [2.573947, -0.512915, 4.695192], [-2.701809, -3.616670, 3.395955], [4.697220, -1.982128, 3.207703], [0.129872, 1.067536, 1.938731], [-0.398435, 0.950400, -5.536390], [-0.845011, -4.422847, 0.854844], [2.060285, 2.214000, -3.860656], [-0.015601, 1.394109, -2.521084], [3.529108, 0.963735, 4.888338], [-4.473765, -4.428068, -0.419102], [5.982556, 2.539867, 0.368396], [-2.994860, -1.957889, 0.774651], [-0.548866, -4.183968, -0.869249], [1.346958, 4.437126, -3.778980], [4.502465, 1.900144, 1.721251], [-2.458764, 1.693023, -4.498075], [1.255575, 3.477455, 2.387046], [4.369309, 3.216639, 0.055717], [1.682696, 2.945993, 3.247641], [4.386071, -1.443536, 1.562123], [4.478923, 3.839382, 2.567704], [4.737604, 1.530924, -0.340345], [-0.022915, 1.058461, 3.709522], [4.814472, 2.526198, 3.721637]],
  "atomic_forces_ev_per_a": [[-0.911, 2.573, -0.003], [-0.678, 1.118, 0.282], [-0.097, 0.390, -0.303], [0.475, -0.005, 0.026], [-0.407, -0.114, -0.050], [0.000, -0.001, 0.158], [-0.027, 0.004, 0.042], [0.124, 0.291, -0.049], [0.391, 0.067, -0.223], [0.488, -1.843, 1.647], [-0.087, 0.011, -0.136], [-0.426, -0.139, 0.635], [1.018, 0.383, 0.095], [-0.050, 0.006, -0.084], [0.835, 0.586, -0.079], [0.400, 0.872, -0.103], [0.135, -3.246, -0.756], [-0.110, -0.225, -0.041], [-0.365, -0.250, -0.515], [-0.009, -0.071, 0.028], [0.034, -0.050, -0.165], [0.301, -0.357, 0.591], [-0.007, 0.118, 0.439], [-0.752, -2.102, -1.588], [-0.016, -0.041, -0.090], [0.105, 0.128, -0.072], [-1.589, 2.422, -1.683], [-0.321, -0.697, -0.220], [0.067, 0.156, -0.020], [-0.374, 0.135, -0.155], [-0.120, -0.165, -0.087], [-0.040, -0.009, 0.033], [-0.258, -0.007, -0.100], [-0.123, 0.179, 0.027], [0.122, 0.099, -0.016], [0.152, -0.449, -0.214], [0.648, 0.709, 0.992], [0.396, 0.932, -0.669], [0.089, -0.112, -0.068], [0.027, 0.142, 0.312], [0.413, -0.099, 0.188], [0.336, 0.024, -0.293], [0.049, 0.042, 0.027], [-0.098, 0.264, -0.215], [0.991, -0.643, 1.192], [-0.700, 0.159, 0.253], [-0.097, 0.086, 0.003], [0.539, 5.385, 3.003], [-0.047, -0.093, -0.022], [0.062, -0.130, 0.075], [0.062, 0.236, 0.654], [0.081, -0.129, -0.299], [-0.577, -0.828, -0.327], [-0.118, 0.097, 0.136], [0.541, -1.072, -0.124], [-0.366, -0.402, -0.510], [0.009, 0.011, 0.100], [-0.005, -0.025, 0.038], [-0.017, 0.079, 0.054], [-0.116, -0.051, 0.039], [-0.189, -0.092, 0.098], [0.001, -0.010, -0.003], [-1.617, -1.253, -0.200], [-0.402, -0.098, -0.059], [-0.097, 0.038, -0.173], [0.072, 0.124, 0.161], [-0.005, 0.002, 0.232], [2.149, -5.551, 1.677], [0.027, 0.087, 0.014], [0.773, 0.161, -1.002], [0.273, 0.113, -1.040], [-1.039, 1.674, -1.183], [-0.037, 0.045, 0.015], [0.045, 0.018, -0.101], [0.249, 0.276, -0.245], [-0.040, 0.046, 0.006], [-0.005, -0.008, -0.003], [-0.077, 0.047, 0.003], [0.121, 0.097, 0.055], [-0.186, -0.066, -0.043]],
  "mulliken_charge": [0.141, 0.347, -1.135, -0.991, 0.365, 0.257, 0.153, 0.389, -1.043, -0.106, 0.315, -0.936, -1.006, 0.163, 0.500, -0.698, -0.975, 0.421, -1.077, 0.411, 0.302, -1.062, -1.213, 0.061, 0.371, 0.410, -0.951, 0.226, 0.268, -0.919, 0.369, 0.290, 0.357, 0.398, 0.342, -1.186, 0.334, 0.063, 0.380, 0.218, 0.378, -0.932, 0.302, 0.229, -0.490, -0.910, 0.407, 0.854, 0.314, 0.324, 0.280, 0.386, 0.241, 0.218, -0.405, -0.735, 0.302, 0.273, 0.392, 0.279, 0.432, 0.391, -0.054, 0.353, 0.279, 0.273, 0.363, 0.655, 0.339, -0.368, 0.237, 0.698, 0.256, 0.261, -1.023, 0.324, 0.390, 0.258, 0.449, 0.228],
  "homo_energy_ev": -10.02,
  "homo_lumo_gap_ev": 4.87,
  "lumo_ev": -5.15,
  "max_force_ev_per_a": 6.189,
  "spin_multiplicity": 1,
  "charge": 1
}